Density functional theory data (wB97M-V/def2-TZVPD) for C15H13N4O9RuS3 as an isolated structure.

Results
HOMO energy (spin up / spin down): -2.7 / -2.6 eV
2S+1: 2
E_LUMO (spin up / spin down): 0.169 / 0.169 Eh
Charge: -2
Total energy: -2765.239791 a.u.
HOMO-LUMO gap (spin up / spin down): 7.330 / 7.246 eV
<S²>: 0.760

```
45
Properties=species:S:1:pos:R:3:forces:R:3
Ru 0.39842 0.64313 0.14182 -0.4 0.0 0.3
O -5.00485 1.48955 -1.05152 -0.1 -0.1 0.0
C -3.96918 0.82229 -0.46939 0.0 0.0 -0.1
C -3.48268 1.24825 0.76389 0.0 0.0 0.1
C -2.26328 0.75430 1.15606 0.2 -0.2 0.0
N -1.62020 -0.15858 0.43106 0.2 0.3 -0.1
C -2.13690 -0.67442 -0.67765 0.0 0.0 0.1
C -3.35271 -0.22308 -1.15408 0.0 0.0 0.0
C -1.16437 -1.66183 -1.34482 0.2 0.0 0.1
O -1.61230 -2.43259 -2.19891 0.0 0.0 0.0
O 0.01120 -1.55898 -0.88145 -0.3 0.0 -0.2
C -1.39536 1.28689 2.28317 0.0 0.0 -0.1
O -1.88278 1.86673 3.24178 0.0 0.0 0.0
O -0.13476 1.06397 2.09032 0.2 -0.1 -0.1
H -4.73370 2.42800 -1.01773 0.1 0.1 0.0
H -3.96692 2.04388 1.31169 0.0 0.0 0.0
H -3.73956 -0.57691 -2.09895 0.0 0.0 0.0
S 2.39544 -0.35549 0.71218 -0.1 0.1 0.3
C 3.12954 1.18693 0.78811 0.0 0.0 0.0
S 1.93324 2.37287 0.41561 0.1 -0.1 -0.1
C 4.47186 1.45868 1.03314 0.0 0.0 0.0
C 4.97631 2.78483 0.96310 0.0 0.0 0.1
N 5.39818 3.85885 0.90965 0.0 0.0 0.0
C 5.39904 0.42114 1.32152 0.0 0.0 0.0
N 6.16548 -0.41116 1.55213 0.0 0.0 0.0
C 3.18966 2.00358 -2.57570 0.0 0.0 0.0
N 1.85905 2.43941 -2.96131 0.0 0.0 -0.1
C 1.70777 3.76718 -3.52799 0.0 -0.1 -0.1
C 0.77966 1.72606 -2.65599 -0.1 0.0 0.1
O 0.79459 0.67458 -2.00570 0.2 0.1 -0.1
H 3.68392 2.77941 -1.99076 0.0 0.0 0.0
H 3.77771 1.79084 -3.47311 0.0 0.0 0.0
H 3.10945 1.10188 -1.97370 0.0 0.0 0.0
H 1.66872 4.52157 -2.74060 0.1 0.0 0.0
H 0.77722 3.82765 -4.08957 0.0 0.0 0.0
H 2.54577 3.96874 -4.19649 0.0 0.0 0.0
H -0.15344 2.13913 -3.04965 0.0 0.0 0.1
C -1.48199 4.51657 0.71809 0.0 0.0 0.0
S -1.82498 3.82970 -0.88166 0.0 0.0 -0.1
O -1.25781 4.74344 -1.86336 0.0 0.0 0.0
O -3.28677 3.72250 -0.96282 0.0 0.0 0.0
O -1.15341 2.52369 -0.87839 -0.1 -0.2 0.1
H -1.86831 5.53341 0.74473 0.0 0.0 0.0
H -0.40309 4.51105 0.86414 0.0 0.0 0.0
H -1.95859 3.90117 1.47978 0.0 0.0 0.0
```
Forces are in eV/Å.

Density functional theory data (wB97M-V/def2-TZVPD) for a 10-piece molecular cluster, BF4H18O9 overall at a distorted geometry.

Results
HOMO energy: -8.1 eV
E_LUMO: 0.099 Eh
Charge: -1
Total energy: -1112.619665 a.u.
HOMO-LUMO gap: 10.769 eV

```
32
Properties=species:S:1:pos:R:3:forces:R:3
B -0.08504 0.11557 0.39945 0.6 1.1 -1.8
F -0.40004 1.42952 0.65098 -0.2 0.7 0.8
F -1.08870 -0.42236 -0.42543 -0.4 -0.5 0.4
F 1.10057 0.12198 -0.38123 0.2 -0.4 -0.2
F 0.14615 -0.58747 1.53378 -0.1 -0.9 0.9
O 0.30432 -2.34565 -1.67254 0.2 -0.4 -0.4
H -0.18352 -1.77665 -1.07715 -0.2 0.1 0.0
H 0.74700 -2.97063 -1.09838 0.2 -0.1 0.1
O 2.76304 2.15376 -0.08537 0.5 0.7 -0.1
H 2.33195 1.32885 -0.30881 -0.4 -0.2 0.1
H 2.83271 2.13727 0.86915 0.0 0.0 0.1
O -3.59480 -0.51762 -1.67329 -0.4 -0.4 -0.4
H -3.90627 0.38692 -1.70520 0.0 0.3 0.2
H -2.72256 -0.45749 -1.28368 0.2 0.1 0.1
O -3.31671 -2.21138 1.49908 -0.3 -0.3 -0.2
H -2.67312 -1.79054 0.92907 0.1 0.1 -0.3
H -3.18224 -1.80394 2.35473 0.2 0.1 0.4
O 1.80191 0.62521 3.35957 0.3 0.1 0.4
H 1.41581 0.38809 2.51641 -0.3 -0.3 -0.2
H 2.14989 1.50667 3.22479 0.1 0.2 0.1
O 1.16750 0.35368 -3.63856 0.1 0.0 -0.4
H 0.71998 0.22596 -2.80210 -0.1 -0.3 0.4
H 1.75753 1.09155 -3.48484 0.1 0.2 0.1
O -2.48300 2.21031 -0.87829 -0.7 0.4 -0.3
H -2.06307 1.85235 -1.66044 0.2 0.0 -0.2
H -1.89929 1.96687 -0.15979 0.3 -0.1 0.2
O 4.32626 -0.11614 -1.52832 0.3 -0.2 0.1
H 4.57684 0.08461 -2.43006 0.0 0.0 -0.2
H 3.38158 0.03597 -1.50222 -0.3 -0.1 0.0
O -1.55465 -1.30237 3.54477 -0.5 -0.2 0.4
H -1.23534 -0.67060 4.18909 0.1 0.2 0.1
H -1.13459 -1.04218 2.72496 0.4 0.0 -0.2
```
Forces are in eV/Å.

Density functional theory data (wB97M-V/def2-TZVPD) for a 12-piece molecular cluster, C36H102N6O12 overall at a distorted geometry.

Results
HOMO energy: -8.9 eV
SMILES: COC[C@H](C)N.COC[C@H](C)N.COC[C@H](C)N.COC[C@H](C)N.COC[C@H](C)N.COC[C@H](C)N.CCO.CCO.CCO.CCO.CCO.CCO
E_LUMO: 0.011 Eh
Total energy: -2663.765373 a.u.
HOMO-LUMO gap: 9.193 eV

```
156
Properties=species:S:1:pos:R:3:forces:R:3
C -4.47231 -6.77366 6.94387 -0.3 0.6 -0.6
C -5.89341 -7.20530 6.80409 -0.7 1.0 -0.7
C -6.29001 -7.23400 5.33617 0.2 -0.7 0.2
O -6.16827 -5.96698 4.69460 -0.3 -0.4 -0.3
C -7.10484 -5.03283 5.16637 -1.1 0.3 1.3
N -6.17779 -8.43541 7.46055 0.4 -0.6 0.1
H -4.18110 -6.58058 7.97635 0.2 -0.1 -0.1
H -4.54982 -5.84284 6.38201 1.0 0.4 0.2
H -3.81128 -7.44951 6.40132 0.2 0.0 0.3
H -6.51735 -6.42120 7.23304 -0.1 0.4 0.3
H -7.27761 -7.68912 5.26131 -0.7 0.6 -0.1
H -5.69794 -8.00846 4.84857 0.6 0.5 -0.4
H -7.34101 -4.16548 4.54991 0.7 -0.4 -0.7
H -6.87797 -4.63051 6.15368 0.8 0.2 0.1
H -8.07820 -5.46175 5.40451 -0.3 -0.6 -0.5
H -7.15699 -8.65363 7.34368 -0.2 -0.1 0.4
H -5.96069 -8.17897 8.41302 -0.4 -0.9 0.5
C -5.22698 -1.48290 -4.34845 -0.4 -0.8 1.5
C -5.45104 -3.00434 -4.60193 -0.5 1.5 -1.9
C -6.93500 -3.44589 -4.44995 1.3 1.2 0.0
O -7.22317 -3.22272 -3.12817 -1.2 -0.7 2.4
C -8.51376 -3.61667 -2.60483 0.9 0.8 -0.5
N -5.11868 -3.13990 -6.00537 1.3 -1.3 -1.3
H -4.25205 -1.07954 -4.62213 0.1 -0.6 -0.4
H -5.26516 -1.38436 -3.26358 -0.5 0.7 0.1
H -5.98010 -0.88780 -4.86495 -0.2 0.0 0.2
H -4.73167 -3.55663 -3.99727 -0.3 -0.3 0.0
H -7.12214 -4.43866 -4.85919 0.2 -0.4 0.4
H -7.50449 -2.74575 -5.06119 -0.3 0.2 -0.4
H -9.27476 -3.20832 -3.26983 -0.3 -0.4 -0.1
H -8.64913 -3.12489 -1.64155 0.3 0.1 0.0
H -8.58764 -4.68972 -2.42818 -0.1 -0.1 -0.4
H -5.84165 -2.97884 -6.69201 -0.4 0.4 0.4
H -4.75954 -4.05479 -6.23795 0.1 -0.1 0.1
C 7.86468 0.81545 1.85041 -1.0 1.1 -0.5
C 8.48475 -0.40699 1.17967 1.0 0.2 0.8
C 9.25830 -1.38225 2.09828 1.6 1.9 0.6
O 10.14072 -2.30182 1.46286 0.6 -0.3 -1.1
C 11.41385 -1.80861 0.89067 -1.7 0.8 1.1
N 7.51551 -1.17579 0.50209 -1.6 -1.0 -1.8
H 6.89720 0.66286 2.32874 0.3 -0.6 0.6
H 7.53357 1.52644 1.09346 -0.1 -0.3 -0.9
H 8.45832 1.55828 2.38322 0.6 -0.9 0.7
H 9.16441 0.00640 0.43450 0.8 0.1 0.2
H 8.69915 -1.88673 2.88627 -0.6 -0.5 -0.8
H 9.83723 -0.70846 2.72991 0.7 0.3 0.1
H 11.25881 -1.05518 0.11840 -0.3 -0.1 -0.3
H 12.02291 -2.60771 0.46808 -0.5 -0.2 0.4
H 11.93106 -1.26785 1.68325 0.4 -0.2 0.2
H 7.03764 -0.65124 -0.21665 -0.7 1.0 0.4
H 8.00527 -1.74511 -0.17325 0.5 -1.1 0.5
C -0.16195 2.89456 -0.90836 -0.7 -0.7 1.1
C 0.99845 1.98336 -0.48796 -1.4 0.1 2.5
C 0.68131 0.49879 -0.33929 -0.3 -0.7 1.0
O -0.29668 0.28109 0.73309 -0.8 -0.7 -0.8
C -0.73218 -1.12790 0.87900 1.5 1.0 -0.6
N 2.19931 2.18072 -1.19721 0.8 -0.3 -1.7
H 0.12880 3.94507 -0.90760 0.2 -0.1 -0.5
H -0.91902 2.84334 -0.12585 -0.1 -0.1 0.2
H -0.72965 2.58309 -1.78517 0.5 0.1 -0.5
H 1.26106 2.22629 0.54167 -0.4 0.5 0.4
H 1.57180 -0.04049 -0.01634 0.4 0.2 -0.1
H 0.42853 0.05166 -1.30069 -0.7 -0.1 -0.1
H 0.09174 -1.66167 1.35267 0.2 -0.3 -0.2
H -0.94133 -1.53382 -0.11073 0.0 -0.1 0.0
H -1.58490 -1.33209 1.52651 -0.2 1.1 -0.1
H 2.18788 3.14193 -1.50712 0.4 0.3 0.0
H 2.03274 1.68144 -2.05923 0.6 -0.2 -0.7
C 2.12710 -5.57255 -3.79417 -0.9 -1.4 -0.7
C 2.57074 -6.99223 -4.24274 -0.1 2.0 2.3
C 2.03461 -7.39771 -5.59026 -0.6 -0.4 1.4
O 2.27715 -8.76401 -5.76236 -0.4 -1.3 -1.9
C 1.65902 -9.20817 -7.02339 1.5 -0.2 1.0
N 3.97010 -6.83954 -4.11878 3.2 -1.0 -1.8
H 2.47232 -5.38282 -2.77785 -0.1 0.0 -0.1
H 1.03814 -5.57482 -3.84185 -0.1 0.8 0.1
H 2.64156 -4.90823 -4.48851 -0.5 0.3 0.1
H 2.38410 -7.71061 -3.44450 -1.6 -0.5 -0.4
H 2.37317 -6.82253 -6.45203 0.1 0.4 0.1
H 0.95969 -7.31943 -5.42747 -0.4 0.6 -0.6
H 1.75499 -10.29097 -7.10365 -0.2 0.0 0.5
H 2.27674 -8.86177 -7.85198 -0.3 0.5 -0.2
H 0.61623 -8.90253 -7.10862 0.0 0.1 0.1
H 4.34485 -7.62980 -4.62389 0.8 -0.1 -0.3
H 4.32825 -6.99589 -3.18745 -0.4 0.2 0.3
C 1.60452 9.71527 -7.13560 1.7 1.3 1.8
C 2.26553 8.66022 -6.11375 -2.5 1.9 -0.8
C 2.41254 9.08634 -4.62484 0.4 2.2 0.0
O 2.87709 8.11902 -3.68409 1.0 0.1 -1.1
C 3.74013 8.65360 -2.68144 -0.1 -0.8 0.3
N 1.23704 7.63615 -6.13382 1.4 -1.5 0.8
H 1.52140 9.39367 -8.17377 0.1 -0.5 0.3
H 2.20539 10.62460 -7.12219 0.4 0.2 -0.4
H 0.65116 10.12227 -6.79861 -0.2 -0.8 0.2
H 3.27047 8.42702 -6.46562 0.0 -0.5 -0.1
H 1.58052 9.55949 -4.10332 -1.0 -0.2 -0.8
H 3.07441 9.94900 -4.70134 0.8 0.0 0.3
H 4.67104 9.14164 -2.97009 -0.2 0.2 -1.0
H 4.10121 7.78074 -2.13752 -0.4 0.1 0.4
H 3.21174 9.35329 -2.03389 -0.2 -0.1 0.2
H 1.59293 7.17603 -5.30814 -1.0 -1.4 0.5
H 1.49809 6.98260 -6.85827 -0.4 -0.3 -0.5
C 4.29064 5.35924 5.46545 -0.7 0.2 -0.5
C 5.63055 5.59921 6.15212 -1.5 -2.1 0.8
O 6.51009 6.43917 5.52896 0.5 1.0 -0.4
H 4.01442 4.30859 5.55449 -0.3 0.1 0.4
H 4.19907 5.54728 4.39569 0.7 0.2 -0.1
H 3.54809 6.01445 5.92089 -0.3 -0.3 0.0
H 6.05108 4.60484 6.30197 0.7 0.2 -0.1
H 5.33462 5.95042 7.14065 0.5 0.1 0.4
H 6.05643 7.28119 5.61136 0.5 0.5 -0.4
C 6.67508 2.91943 -6.30541 0.0 -0.1 -1.1
C 5.50264 2.52889 -7.21507 0.8 -0.9 -0.5
O 4.67999 1.55233 -6.64475 -2.3 0.0 1.4
H 6.72935 3.99619 -6.14495 0.0 -0.1 0.2
H 7.55440 2.62041 -6.87593 0.4 0.0 0.6
H 6.58704 2.38717 -5.35829 0.2 0.1 0.0
H 5.75034 1.93306 -8.09356 1.3 1.1 -0.7
H 4.98721 3.42890 -7.55037 -0.7 -0.4 0.3
H 5.17075 0.86013 -6.19573 0.3 0.2 -0.1
C -6.11848 5.76582 -5.47367 0.4 0.8 -0.3
C -4.85820 6.10390 -6.34232 -0.6 0.0 0.5
O -4.21312 7.31601 -5.85874 -1.0 -0.7 0.2
H -5.77318 5.49461 -4.47603 -0.2 0.3 0.1
H -6.79111 4.97502 -5.80583 0.7 -0.5 -0.6
H -6.83615 6.58619 -5.46679 0.4 0.5 0.4
H -5.13287 6.24031 -7.38829 0.0 0.0 -0.1
H -4.20842 5.23307 -6.25557 0.3 0.1 -0.1
H -3.31062 7.40748 -6.17296 0.0 -0.4 -0.2
C -4.81941 -2.04453 9.95885 -0.2 1.8 0.8
C -4.91765 -0.96868 8.85668 1.2 0.3 0.8
O -6.17639 -0.32015 8.89370 -1.1 -1.0 -0.3
H -3.84494 -2.51031 10.10555 -0.1 -0.5 -1.0
H -5.68702 -2.70382 9.93193 0.4 -0.3 -0.1
H -4.84675 -1.50795 10.90723 -0.6 0.1 0.2
H -4.56910 -1.42658 7.93097 -0.7 0.1 -0.6
H -4.29135 -0.09345 9.02933 1.2 -0.6 0.3
H -6.31074 0.15111 8.06819 0.0 0.0 0.0
C 1.67434 -1.22282 8.86670 0.3 0.6 -0.9
C 1.83877 -1.42716 7.33842 0.1 -0.4 -0.1
O 0.89565 -0.63104 6.67570 -1.5 1.0 0.2
H 2.49507 -1.63760 9.45191 -0.2 -0.5 -0.1
H 0.68908 -1.61121 9.12463 0.2 -0.2 0.3
H 1.66568 -0.17133 9.15374 0.0 0.2 -0.4
H 1.61561 -2.47055 7.11566 0.1 -0.3 0.1
H 2.78429 -1.21327 6.84007 0.6 0.0 0.9
H 1.00694 -0.56603 5.72439 0.4 -0.3 0.1
C -5.65294 2.16691 2.71969 0.0 1.2 0.8
C -5.34395 3.25696 3.76342 0.0 -0.1 -0.3
O -6.48518 3.63054 4.54943 0.2 -0.6 -0.4
H -4.70180 1.98110 2.22080 -0.1 -0.2 -0.1
H -6.34211 2.63802 2.01883 -0.1 -0.5 -0.2
H -6.05683 1.25304 3.15536 0.0 0.1 -0.1
H -5.00443 4.12303 3.19530 0.1 0.2 0.0
H -4.50084 2.94245 4.37853 -0.1 -0.1 0.3
H -6.23342 4.32756 5.15966 0.1 0.0 0.0
```
Forces are in eV/Å.